This record from the OMol25 dataset describes a structure of composition C40H39Cl5Ge2N4Ru. The level of theory is the ωB97M-V functional and the def2-TZVPD basis.

```
91
Properties=species:S:1:pos:R:3:forces:R:3
Ru 0.683 -2.169 0.148 -1.72 -0.74 -0.34
C -1.839 -0.377 0.252 -0.10 0.01 -0.07
C -1.140 0.368 1.369 0.10 -0.14 0.25
C 0.152 1.012 0.914 -0.34 0.25 -0.68
C 1.302 3.177 0.966 -0.45 0.26 -0.64
C 2.600 2.796 0.417 0.04 -0.03 0.26
C 3.052 1.551 0.203 0.05 -0.02 0.06
C 2.352 0.287 0.340 -0.01 0.04 -0.03
N 1.112 -0.014 0.557 0.42 0.44 0.13
N -1.477 -1.805 0.171 1.18 -0.09 0.17
C -1.931 -2.336 -1.128 -0.26 -0.10 -0.06
C -1.014 -1.927 -2.243 -0.15 0.00 -0.05
C -1.487 -1.659 -3.515 -0.01 -0.04 -0.04
C -0.582 -1.405 -4.535 0.01 -0.01 -0.01
C 0.771 -1.443 -4.248 -0.02 0.00 0.00
C 1.166 -1.707 -2.949 -0.02 -0.06 -0.10
N 0.294 -1.925 -1.961 0.77 0.26 0.46
C -2.022 -2.527 1.341 -0.23 -0.02 0.07
C -1.044 -2.661 2.478 -0.13 -0.04 -0.03
C -1.483 -2.889 3.774 -0.03 -0.04 0.03
C -0.552 -3.080 4.780 0.02 0.00 0.00
C 0.798 -3.039 4.462 -0.02 -0.03 0.00
C 1.158 -2.802 3.150 -0.05 -0.05 0.06
N 0.255 -2.608 2.179 0.95 0.30 -0.18
H -1.603 0.090 -0.710 0.01 -0.04 -0.02
H -2.926 -0.312 0.389 0.00 -0.02 -0.10
H -0.941 -0.314 2.202 -0.02 0.10 0.03
H -1.806 1.137 1.758 -0.09 -0.02 -0.07
H 1.241 4.208 1.301 0.15 -0.03 0.13
H 3.249 3.613 0.119 -0.02 0.04 0.08
H 4.062 1.455 -0.173 -0.03 -0.07 -0.07
H 2.984 -0.572 0.168 0.06 -0.02 -0.14
H -2.955 -2.018 -1.353 -0.03 -0.01 0.07
H -1.917 -3.423 -1.070 -0.01 0.02 0.01
H -2.552 -1.679 -3.708 0.00 0.04 0.01
H -0.930 -1.199 -5.538 0.00 0.00 0.00
H 1.513 -1.262 -5.012 0.01 -0.04 0.00
H 2.214 -1.771 -2.685 -0.01 0.07 0.03
H -2.286 -3.533 1.029 0.00 0.02 -0.01
H -2.936 -2.046 1.703 -0.02 0.01 -0.05
H -2.544 -2.929 3.983 0.01 0.01 -0.01
H -0.875 -3.267 5.795 0.00 -0.01 0.00
H 1.560 -3.203 5.211 0.00 0.00 0.00
H 2.196 -2.781 2.844 0.00 0.03 -0.02
Cl 3.153 -2.921 -0.337 -0.34 0.25 0.36
C 2.251 -4.440 -0.274 0.03 -0.16 -0.04
C 0.888 -4.265 -0.124 -0.25 0.13 -0.04
C 0.202 -5.480 -0.085 0.08 -0.10 -0.06
Cl -1.536 -5.542 0.058 0.01 -0.07 0.01
C 0.839 -6.727 -0.169 -0.05 0.02 0.01
Cl -0.066 -8.184 -0.125 0.00 0.01 0.02
C 2.226 -6.808 -0.290 -0.05 0.00 0.01
Cl 3.025 -8.320 -0.351 -0.01 0.02 -0.03
C 2.955 -5.627 -0.353 0.13 0.02 -0.02
Cl 4.662 -5.640 -0.518 -0.02 0.01 0.00
C -2.252 5.510 -0.745 -0.01 -0.04 0.01
Ge -2.347 3.567 -0.679 0.24 -0.25 -0.05
C -2.922 2.799 -2.377 -0.10 0.08 0.00
C -3.555 3.040 0.769 -0.01 0.07 -0.07
Ge -0.080 2.533 -0.479 0.34 0.15 0.47
C 0.660 2.112 1.967 0.08 -0.43 0.57
C -0.425 2.889 2.574 0.08 0.21 -0.12
C -0.434 3.292 3.873 -0.11 -0.03 0.06
C 0.603 2.888 4.723 0.00 0.00 -0.09
C 1.616 2.039 4.267 0.02 -0.11 0.07
C 1.617 1.631 2.966 0.11 0.06 -0.09
C 0.823 2.574 -2.191 -0.21 0.03 -0.06
C 1.718 1.628 -2.683 -0.02 -0.01 -0.05
C 2.376 1.845 -3.884 0.01 -0.03 -0.01
C 2.145 3.005 -4.610 0.01 0.00 0.01
C 1.240 3.947 -4.142 -0.02 0.01 0.02
C 0.581 3.730 -2.940 0.08 -0.09 0.00
H -3.276 5.863 -0.878 0.02 0.07 0.00
H -1.656 5.864 -1.585 0.00 0.02 0.02
H -1.859 5.937 0.176 0.01 0.00 0.00
H -3.908 3.195 -2.623 0.00 -0.04 -0.03
H -2.987 1.712 -2.329 0.00 0.00 0.01
H -2.231 3.074 -3.173 0.00 -0.03 -0.01
H -4.525 3.478 0.525 -0.02 -0.03 0.04
H -3.257 3.444 1.737 -0.06 -0.01 0.02
H -3.684 1.962 0.849 -0.01 0.00 -0.01
H -1.191 3.265 1.908 -0.02 -0.01 0.01
H -1.225 3.930 4.243 0.02 0.01 0.01
H 0.618 3.237 5.749 -0.01 -0.02 0.00
H 2.379 1.690 4.950 0.00 0.03 0.01
H 2.377 0.931 2.648 0.05 0.06 -0.01
H 1.905 0.719 -2.132 0.00 -0.03 -0.02
H 3.079 1.109 -4.255 0.00 0.00 0.00
H 2.673 3.176 -5.539 -0.02 -0.01 -0.01
H 1.048 4.847 -4.711 0.01 0.01 0.01
H -0.119 4.476 -2.578 0.01 0.02 -0.04
```
Forces are in eV/Å.

Relative energy (zero: lowest compared OMol25 entry of this formula, charge and spin) (eV): 1.833
E_LUMO (eV): -7.7615
E_tot (eV): -226284.2660
Multiplicity: 1
HOMO-LUMO gap (eV): 4.48
Charge: +2

---

This record from the OMol25 dataset describes a structure of composition C40H39ClN2O2P2PdSSi. The level of theory is the ωB97M-V functional and the def2-TZVPD basis.

```
89
Properties=species:S:1:pos:R:3:forces:R:3
Pd 0.032 0.013 -0.391 0.20 0.06 -0.46
C -5.133 2.285 0.635 0.06 0.08 0.13
Si -5.186 1.155 -0.848 -0.02 -0.15 0.00
C -6.978 0.734 -1.175 -0.13 0.00 -0.04
C -4.471 1.975 -2.356 0.08 0.08 -0.11
C -4.292 -0.481 -0.529 0.20 0.05 0.05
C -4.969 -1.684 -0.680 -0.01 0.07 0.02
C -4.314 -2.901 -0.538 -0.06 -0.04 -0.03
C -2.964 -2.871 -0.265 0.09 0.02 -0.10
N -2.268 -1.744 -0.107 -0.06 -0.03 0.17
C -2.917 -0.582 -0.206 -0.24 -0.15 -0.15
S -1.996 0.879 0.110 -0.05 0.08 0.36
H -5.781 3.149 0.465 0.01 -0.01 0.00
H -4.123 2.648 0.828 -0.05 0.00 0.02
H -5.488 1.768 1.530 0.01 0.02 0.00
H -7.537 1.659 -1.341 0.00 -0.04 0.00
H -7.441 0.217 -0.330 0.00 0.02 -0.02
H -7.098 0.113 -2.066 -0.02 0.02 0.02
H -4.986 2.918 -2.563 0.01 -0.01 0.01
H -4.580 1.334 -3.233 0.01 0.02 0.01
H -3.408 2.186 -2.223 -0.02 0.00 -0.03
H -6.025 -1.675 -0.922 0.00 -0.02 0.00
H -4.834 -3.842 -0.656 0.01 0.01 0.01
H -2.397 -3.793 -0.177 0.01 0.01 0.01
C 2.693 2.464 1.738 0.02 -0.07 0.01
N 2.571 1.028 1.389 -0.15 0.08 -0.08
P 1.029 0.302 1.606 0.20 0.03 0.12
C 1.331 -1.334 2.331 -0.20 -0.06 -0.10
C 2.456 -1.657 3.081 0.09 0.03 0.04
C 2.593 -2.927 3.618 -0.01 -0.04 0.00
C 1.606 -3.883 3.406 -0.01 0.06 -0.02
C 0.485 -3.567 2.651 0.03 0.03 0.00
C 0.345 -2.295 2.107 0.10 0.01 0.05
C 0.382 1.263 3.013 -0.15 -0.01 -0.18
C -0.545 2.282 2.812 0.07 0.06 0.06
C -0.985 3.050 3.882 0.01 -0.01 -0.06
C -0.502 2.808 5.158 0.06 -0.05 0.02
C 0.427 1.795 5.365 -0.02 0.02 -0.02
C 0.865 1.025 4.299 -0.03 -0.06 0.05
P 3.391 0.790 -0.158 0.13 -0.08 0.09
C 5.108 0.518 0.437 -0.03 -0.01 0.07
C 6.091 0.387 -0.544 -0.04 -0.01 0.01
C 7.413 0.160 -0.194 0.00 0.01 0.01
C 7.774 0.089 1.146 -0.02 0.00 -0.02
C 6.808 0.246 2.129 -0.07 0.01 -0.02
C 5.480 0.458 1.776 0.06 0.01 -0.02
C 2.903 -0.942 -0.503 -0.06 0.04 -0.14
C 3.417 -2.068 0.132 -0.03 -0.05 -0.02
C 2.893 -3.318 -0.152 0.02 -0.03 0.01
C 1.850 -3.464 -1.063 0.01 0.04 0.00
C 1.353 -2.357 -1.732 -0.02 -0.07 0.04
C 1.904 -1.101 -1.475 0.06 0.17 0.12
H 2.514 2.617 2.799 0.01 0.01 0.02
H 2.012 3.095 1.160 0.00 0.00 0.00
H 3.714 2.781 1.520 0.01 0.00 0.01
H 3.241 -0.923 3.219 -0.04 0.00 0.00
H 3.474 -3.175 4.197 -0.01 0.00 0.00
H 1.715 -4.875 3.825 0.00 0.00 0.00
H -0.280 -4.312 2.477 0.00 0.01 0.00
H -0.515 -2.052 1.489 -0.02 -0.02 0.02
H -0.928 2.478 1.823 0.00 0.02 -0.06
H -1.708 3.837 3.714 0.00 -0.01 -0.01
H -0.848 3.402 5.993 0.00 0.00 -0.01
H 0.808 1.599 6.359 -0.01 0.01 0.00
H 1.581 0.233 4.475 -0.04 0.03 0.01
H 5.814 0.460 -1.591 0.02 -0.01 0.00
H 8.164 0.050 -0.965 -0.01 0.00 0.00
H 8.807 -0.079 1.422 0.00 0.00 0.00
H 7.087 0.205 3.175 0.00 0.00 -0.01
H 4.726 0.587 2.544 0.01 -0.01 -0.01
H 4.213 -1.964 0.859 0.00 0.00 0.00
H 3.287 -4.189 0.358 -0.01 0.00 -0.01
H 1.435 -4.445 -1.255 0.00 0.00 0.00
H 0.552 -2.447 -2.454 0.00 0.02 0.01
H 1.622 -0.239 -2.081 0.09 0.02 -0.05
Cl -3.362 1.311 -8.288 0.00 -0.01 0.02
C -2.510 1.163 -6.777 -0.03 -0.06 0.05
C -2.926 0.220 -5.851 0.01 -0.02 0.03
C -2.240 0.107 -4.651 0.05 0.02 -0.02
C -1.153 0.932 -4.379 -0.07 -0.18 0.16
C -0.758 1.873 -5.317 0.04 0.09 -0.06
C -1.431 1.992 -6.523 0.04 0.05 -0.02
C -0.410 0.836 -3.065 -0.24 -0.02 -0.12
O -0.757 -0.165 -2.321 0.09 0.11 0.05
O 0.443 1.674 -2.784 0.04 -0.15 0.11
H -3.774 -0.415 -6.070 0.00 0.01 -0.01
H -2.545 -0.616 -3.906 0.00 0.00 -0.01
H 0.083 2.513 -5.085 -0.01 -0.01 0.00
H -1.130 2.722 -7.263 0.01 0.00 0.01
```
Forces are in eV/Å.

E_LUMO (eV): -0.6377
E_tot (eV): -102484.4522
Multiplicity: 1
HOMO-LUMO gap (eV): 7.03

---

This record from the OMol25 dataset describes a structure of composition C40H39HfN4P2S3. The level of theory is the ωB97M-V functional and the def2-TZVPD basis.

```
89
Properties=species:S:1:pos:R:3:forces:R:3
Hf -0.096 -0.087 0.388 -0.70 -0.82 0.67
N -1.818 -2.893 3.286 -0.16 0.36 -0.51
C -0.535 -3.106 3.740 0.97 0.33 -0.26
C -0.008 -3.910 4.741 -0.02 0.01 0.05
C 1.356 -3.835 4.941 -0.18 -0.05 -0.01
C 2.178 -3.009 4.163 -0.03 0.11 -0.12
C 1.668 -2.222 3.152 -0.11 -0.01 0.07
C 0.291 -2.278 2.950 0.20 -0.55 0.57
N -0.499 -1.601 2.047 -1.00 0.46 -0.52
C -1.754 -1.980 2.287 0.53 -0.19 0.44
C -2.859 -1.423 1.553 -1.48 -0.10 0.13
C -4.196 -1.713 1.695 0.64 0.37 -0.25
S -5.135 -0.768 0.621 0.79 0.11 0.14
C -3.696 -0.042 0.052 -0.17 -0.06 0.01
N -2.587 -0.464 0.602 0.58 0.03 0.06
H -2.645 -3.339 3.651 -0.04 0.10 -0.06
H -0.634 -4.551 5.339 -0.05 -0.08 0.12
H 1.804 -4.426 5.723 0.03 -0.08 0.06
H 3.236 -2.991 4.368 0.13 0.01 0.00
H 2.296 -1.583 2.546 0.08 -0.03 -0.03
H -4.666 -2.407 2.361 -0.08 -0.19 0.19
H -3.723 0.717 -0.705 0.04 0.17 -0.22
C 2.676 0.756 -7.935 0.28 -0.22 0.40
S 4.090 0.191 -6.950 0.08 0.25 0.09
C 3.679 0.937 -5.337 -0.11 -0.41 -0.52
C 2.452 0.273 -4.724 0.14 0.13 0.10
C 2.357 0.561 -3.227 0.28 0.12 -0.46
N 1.056 0.178 -2.641 -0.76 -0.76 0.56
P -0.155 1.324 -2.153 1.79 0.44 -0.81
C -0.202 2.206 -3.765 -0.80 0.04 0.12
C 0.668 3.243 -4.095 -0.05 -0.09 0.29
C 0.708 3.725 -5.391 0.07 0.01 -0.07
C -0.111 3.183 -6.368 -0.03 -0.01 0.04
C -1.007 2.180 -6.035 -0.02 -0.05 -0.10
C -1.055 1.698 -4.740 -0.03 -0.01 0.10
C 0.716 2.592 -1.148 -0.10 -0.43 0.12
C 0.058 3.816 -1.010 -0.04 -0.04 0.10
C 0.626 4.829 -0.260 -0.22 -0.09 -0.12
C 1.855 4.634 0.352 0.16 -0.23 0.06
C 2.491 3.406 0.255 0.01 0.15 0.11
C 1.919 2.374 -0.475 -0.07 -0.11 -0.33
P 0.995 -1.406 -2.003 -0.18 0.30 -0.15
C 1.488 -2.508 -3.346 -0.03 0.07 0.42
C 0.699 -2.484 -4.498 0.11 -0.02 0.09
C 0.972 -3.360 -5.528 -0.08 0.04 -0.02
C 2.026 -4.257 -5.412 0.09 0.02 0.13
C 2.807 -4.275 -4.267 0.03 -0.10 -0.08
C 2.538 -3.409 -3.220 -0.06 0.24 0.13
C -0.763 -1.835 -1.709 0.13 -0.39 0.03
C -1.856 -1.494 -2.512 -0.03 0.01 0.01
C -3.083 -2.110 -2.330 0.11 0.19 -0.18
C -3.245 -3.085 -1.357 0.34 -0.09 0.18
C -2.161 -3.464 -0.575 -0.32 -0.08 -0.18
C -0.930 -2.860 -0.757 0.34 -0.01 -0.22
H 2.913 0.530 -8.969 -0.04 0.02 -0.08
H 2.551 1.827 -7.810 -0.07 0.12 -0.08
H 1.778 0.221 -7.637 -0.17 0.05 -0.09
H 3.539 2.010 -5.476 0.04 0.05 0.12
H 4.563 0.769 -4.722 0.06 0.06 0.04
H 2.531 -0.801 -4.896 -0.03 0.12 -0.01
H 1.548 0.634 -5.216 -0.06 -0.04 -0.05
H 2.517 1.630 -3.056 0.00 -0.16 0.13
H 3.153 0.016 -2.698 -0.08 0.20 0.02
H 1.315 3.679 -3.349 0.05 0.04 0.05
H 1.383 4.531 -5.637 0.08 0.04 -0.02
H -0.060 3.552 -7.381 -0.04 0.05 -0.08
H -1.671 1.779 -6.783 -0.09 -0.06 -0.10
H -1.763 0.920 -4.484 -0.07 -0.02 -0.07
H -0.893 3.969 -1.510 0.00 0.11 0.01
H 0.109 5.769 -0.152 -0.03 0.15 -0.03
H 2.313 5.435 0.909 0.04 0.08 0.08
H 3.438 3.247 0.746 0.12 -0.02 0.06
H 2.440 1.422 -0.541 0.03 0.01 -0.10
H -0.096 -1.760 -4.592 -0.11 0.03 -0.09
H 0.372 -3.348 -6.425 -0.06 0.02 -0.08
H 2.239 -4.941 -6.219 0.03 -0.06 -0.08
H 3.629 -4.968 -4.190 0.10 -0.09 0.02
H 3.141 -3.407 -2.325 0.10 -0.06 0.08
H -1.747 -0.757 -3.296 0.00 0.02 0.03
H -3.917 -1.843 -2.961 -0.05 0.04 -0.09
H -4.202 -3.565 -1.227 -0.12 -0.08 0.00
H -2.274 -4.253 0.154 0.04 -0.08 0.04
H -0.060 -3.221 -0.214 -0.15 0.06 0.04
S 3.280 -1.252 -0.092 -0.12 -0.04 0.15
C 1.616 -1.326 -0.355 -0.57 0.97 -0.33
C 0.007 1.535 1.870 0.24 -0.25 0.22
H -0.499 1.205 2.784 -0.03 -0.02 0.04
H -0.477 2.468 1.561 0.05 -0.03 -0.13
H 1.032 1.791 2.160 -0.05 0.01 0.02
```
Forces are in eV/Å.

Relative energy (zero: lowest compared OMol25 entry of this formula, charge and spin) (eV): 2.075
E_LUMO (spin up / spin down) (eV): -5.8152 / -6.1329
E_tot (eV): -100450.6664
Multiplicity: 2
HOMO-LUMO gap (spin up / spin down) (eV): 6.02 / 5.96
Charge: +2

---

> Which formula does entry 2 have?

C40H39ClN2O2P2PdSSi